The molecule C14H17N3O2S2, computed with ωB97M-V/def2-TZVPD.

Last column: Mulliken charge in e.
Positions of all 38 atoms, in Å:
C -1.528 -3.750 0.918  -0.9340
H -2.121 -3.168 1.618  0.2895
C -1.396 -3.021 -0.414  -1.1457
N -0.735 -1.736 -0.255  0.0875
C -1.433 -0.624 0.081  0.3930
N -0.907 0.553 0.254  -0.3317
C 0.428 0.642 0.100  0.1705
C 1.254 -0.422 -0.237  0.0449
C 2.612 -0.022 -0.338  -0.1328
C 2.785 1.302 -0.084  0.6118
S 1.298 2.126 0.296  -0.3697
C 4.143 1.897 -0.112  -0.6991
C 5.096 0.984 0.683  -0.5414
C 4.922 -0.520 0.381  -0.6644
C 3.823 -0.831 -0.648  -0.9909
H 4.177 -0.566 -1.649  0.3307
H 3.581 -1.893 -0.643  0.4057
H 4.672 -1.040 1.306  0.3202
H 5.862 -0.938 0.018  0.3182
H 6.120 1.294 0.474  0.3163
H 4.915 1.157 1.745  0.2824
H 4.150 2.904 0.304  0.4147
H 4.484 1.956 -1.151  0.2762
C 0.670 -1.723 -0.431  0.5779
O 1.256 -2.746 -0.719  -0.6841
S -3.166 -0.790 0.299  -0.1573
C -3.637 0.849 0.935  -0.6109
H -4.541 0.672 1.515  0.3754
H -2.823 1.199 1.567  0.3630
C -3.944 1.839 -0.188  0.4924
O -5.074 2.109 -0.521  -0.6331
N -2.841 2.376 -0.734  -0.2667
H -2.938 3.023 -1.499  0.2118
H -1.925 2.053 -0.448  0.2583
H -2.376 -2.858 -0.868  0.5261
H -0.770 -3.607 -1.093  0.4079
H -0.543 -3.924 1.343  0.3292
H -2.014 -4.707 0.760  0.3583

Its lowest unoccupied orbital energy is 0.015 hartree. The calculation puts the energy above the lowest of the compared OMol25 structures with the same formula, charge and spin at 0.0 kcal per mole. The value obtained for the HOMO-LUMO gap is 0.313 hartree. The value obtained for the highest occupied orbital energy is -8.109 eV.